Entry 1:
C16H46N4O5 | ωB97M-V/def2-TZVPD

Summary:
M: 374.57 u
gap between HOMO and LUMO: 0.31495 Ha
spin multiplicity: 1
ΔE to the lowest compared entry with this formula, charge and spin: 301.1 kcal/mol
largest force on an atom: 8.5 eV/Å

Each line ends with the Mulliken charge.
Element x y z (Å)
O 0.20565 -0.06255 -0.59863  -0.675
H -0.65930 -0.47155 -0.62747  0.142
H 0.16642 0.52907 0.15281  0.201
C -1.20853 3.04584 1.04100  -1.697
C -0.78489 1.70863 1.67664  -0.217
C -1.63263 0.40434 1.40760  -0.480
O -2.94765 0.63844 2.01498  -0.450
C -3.90211 -0.41771 1.96001  -0.098
N 0.63294 1.41422 1.20505  -0.725
H -1.13857 3.04155 -0.04674  0.233
H -0.51920 3.78476 1.44958  0.460
H -2.18617 3.33489 1.42670  0.448
H -0.70208 1.85422 2.75369  0.466
H -1.15420 -0.48295 1.82223  0.312
H -1.65628 0.34952 0.31923  0.183
H -4.88623 -0.07983 2.28472  0.330
H -3.53063 -1.22915 2.58585  0.262
H -4.04548 -0.76817 0.93789  -0.007
H 0.91363 0.77693 1.93660  1.132
H 1.13531 2.27776 1.35347  0.713
C 3.26918 -1.44252 -2.04621  -1.706
C 2.50826 -0.08094 -1.73284  2.299
C 3.36723 1.10872 -1.96543  -0.909
O 2.76182 2.35780 -1.66767  -0.446
C 2.20636 2.58674 -0.36460  0.352
N 1.28519 0.01463 -2.47060  -0.778
H 4.13301 -1.62982 -1.40839  0.378
H 3.61063 -1.42229 -3.08115  0.438
H 2.57827 -2.26331 -1.85377  0.365
H 2.15915 -0.23396 -0.71166  -1.209
H 3.93875 1.13238 -2.89328  0.259
H 4.18669 1.19614 -1.25203  0.514
H 1.54534 1.78538 -0.03450  -0.429
H 1.66994 3.53239 -0.28651  0.493
H 2.97686 2.76472 0.38557  0.597
H 0.58785 -0.24574 -1.78794  0.416
H 1.12907 0.99745 -2.64316  0.420
C 3.56304 -0.52404 0.93121  -2.039
C 2.36998 -0.01321 1.69770  1.201
C 1.83941 -0.86523 2.88052  -1.454
O 0.54632 -0.27184 3.23532  -0.433
C -0.27752 -1.03354 4.16481  -0.947
N 2.97201 1.22059 2.24313  -0.794
H 3.96060 0.22489 0.24627  0.569
H 3.27456 -1.33355 0.26071  0.328
H 4.36660 -0.86162 1.58575  0.481
H 1.55140 0.28159 1.04111  -0.973
H 2.57658 -0.81696 3.68199  0.306
H 1.57391 -1.90392 2.68369  0.503
H -0.83690 -1.65548 3.46597  0.390
H -0.83834 -0.31914 4.76749  0.222
H 0.36834 -1.66178 4.77823  0.404
H 3.14881 1.86352 1.48453  -0.004
H 3.83999 0.75731 2.47134  0.527
C -4.22038 -3.01311 -2.47347  -1.424
C -3.36878 -1.88063 -2.03930  0.655
C -3.10875 -0.80513 -3.16015  -0.883
O -2.28220 0.26308 -2.77970  -0.382
C -0.90486 -0.10988 -2.73154  -0.700
N -3.82731 -1.24273 -0.82286  -0.807
H -4.96643 -3.22655 -1.70800  0.366
H -3.44502 -3.75984 -2.64467  0.356
H -4.63015 -2.79328 -3.45931  0.339
H -2.48834 -2.40777 -1.67181  0.005
H -4.09276 -0.42094 -3.42887  0.435
H -2.78365 -1.46786 -3.96214  0.475
H -0.67793 -0.60918 -3.67351  0.332
H -0.58846 -0.75358 -1.91078  0.700
H -0.30881 0.79234 -2.59434  0.229
H -4.83342 -1.15435 -0.82668  0.235
H -3.48524 -0.30446 -0.97369  0.196

***

Entry 2:
C16H46N4O6Ti2 | ωB97M-V/def2-TZVPD

Summary:
M: 486.30 u
gap between HOMO and LUMO (alpha / beta): 0.18578 / 0.19187 Ha
spin multiplicity: 7
ΔE to the lowest compared entry with this formula, charge and spin: 295.6 kcal/mol
largest force on an atom: 3.4 eV/Å

Each line ends with the Löwdin spin population.
Element x y z (Å)
Ti 3.16328 6.13085 0.79022  2.978
Ti 1.85703 1.66885 1.65565  2.926
O 1.22762 4.26860 4.19864  0.051
H 0.97166 3.42716 4.62409  -0.002
O 3.29455 2.86964 -1.33712  0.040
H 3.81455 2.04596 -1.26168  -0.001
C 5.92382 -2.38269 2.06656  0.000
C 5.66200 -2.40791 3.58548  0.000
C 6.84245 -3.05974 4.48126  0.000
O 7.16842 -4.30407 4.00941  0.000
C 8.33733 -4.82145 4.55210  0.000
N 5.43228 -1.00844 3.88547  0.002
H 5.10542 -1.99994 1.45678  0.001
H 6.15053 -3.34775 1.61339  0.000
H 6.80849 -1.77574 1.87403  0.000
H 4.87636 -3.11217 3.85911  0.000
H 6.64710 -3.07250 5.55353  0.000
H 7.68399 -2.37983 4.34842  0.000
H 8.41337 -5.89768 4.39703  0.000
H 8.38007 -4.71249 5.63580  0.000
H 9.07607 -4.26144 3.97872  0.000
H 5.19542 -0.73127 4.82737  0.000
H 6.41206 -0.76324 3.88827  0.000
C -0.68544 -4.41722 -0.07779  0.000
C -1.27982 -3.08120 -0.58879  0.000
C -2.77020 -3.27749 -0.87434  0.000
O -3.24236 -2.31707 -1.74905  0.000
C -4.57038 -2.45869 -2.03138  0.000
N -0.98427 -2.09442 0.53590  0.003
H -0.74764 -5.15391 -0.87874  0.000
H -1.05839 -4.78493 0.87815  0.000
H 0.39099 -4.32464 0.06650  0.000
H -0.76748 -2.71395 -1.47803  0.000
H -3.37836 -3.41260 0.02008  0.000
H -2.73947 -4.22644 -1.40973  0.000
H -5.28581 -2.22849 -1.24189  0.000
H -4.79856 -3.50920 -2.21151  0.000
H -4.85901 -1.83113 -2.87457  0.000
H -1.75709 -1.44828 0.60897  0.000
H -1.09411 -2.66961 1.35882  0.000
C -4.83480 1.61887 3.30097  0.000
C -4.34224 2.94731 2.68752  0.000
C -4.81509 4.23198 3.44031  0.000
O -6.22259 4.36486 3.19377  0.000
C -6.94868 5.32043 4.08365  0.000
N -3.00885 3.04040 2.30758  0.001
H -4.92445 0.91225 2.47589  0.000
H -5.84725 1.71263 3.69374  0.000
H -4.26889 1.28373 4.17017  0.000
H -4.83913 3.05474 1.72334  0.000
H -4.40440 5.16052 3.04377  0.000
H -4.63205 4.23845 4.51482  0.000
H -8.01667 5.26644 3.87252  0.000
H -6.81414 6.35335 3.76258  0.000
H -6.78253 5.24221 5.15807  0.000
H -2.97471 3.41634 1.37077  0.000
H -2.58841 3.78506 2.84500  0.000
C -0.91004 2.92719 -6.83533  0.000
C -0.53745 1.64299 -6.12500  0.000
C 0.80779 0.97920 -6.61403  0.000
O 0.98761 0.63982 -7.98895  0.000
C 0.07322 -0.20760 -8.72541  0.000
N -0.52136 1.85253 -4.72255  0.000
H -0.82239 2.69862 -7.89748  0.000
H -0.25769 3.75473 -6.55654  0.000
H -1.94494 3.17801 -6.60258  0.000
H -1.40652 1.04310 -6.39510  0.000
H 0.87612 -0.00749 -6.15591  0.000
H 1.65634 1.52841 -6.20608  0.000
H -0.90171 0.23435 -8.93105  0.000
H 0.03639 -1.04516 -8.02882  0.000
H 0.54826 -0.39973 -9.68745  0.000
H 0.44539 1.92053 -4.43818  0.000
H -0.68039 0.88783 -4.46924  0.000

***

Entry 3:
C16H46NO8 | ωB97M-V/def2-TZVPD

Summary:
M: 380.54 u
gap between HOMO and LUMO: 0.13530 Ha
spin multiplicity: 1
charge: -1
largest force on an atom: 3.7 eV/Å

Each line ends with the Mulliken charge.
Element x y z (Å)
C -0.60180 -2.54215 6.20186  -1.109
C -1.70268 -1.68465 5.42617  -0.060
C -0.97537 -0.79786 4.33365  -0.751
C -1.65974 -0.94175 2.91337  -0.414
C -0.66121 -0.35030 1.82102  -1.248
C -1.36501 0.40310 0.63850  -0.447
C -0.30514 1.54065 0.16187  -0.529
C 0.04334 1.40550 -1.37956  -0.135
C 1.10730 2.55904 -1.70689  -0.661
C 2.48645 1.99431 -2.25272  -0.650
C 2.90801 2.69372 -3.62290  -0.590
C 3.86195 1.77336 -4.48159  -0.843
O 3.06928 0.77416 -5.17202  -0.264
C 3.88696 0.09731 -6.13669  -0.715
N -1.53946 -0.42456 -0.55233  0.154
C -1.82872 -1.68768 -0.32467  0.626
C -3.13652 -2.24661 0.31495  -1.232
C -0.76436 -2.75823 -0.80860  -1.155
H -0.34242 -3.47767 5.67919  0.309
H 0.32147 -1.91842 6.25622  0.328
H -0.95198 -2.71939 7.24556  0.298
H -2.16434 -1.00400 6.17967  0.145
H -2.47560 -2.35121 4.96598  0.256
H -0.88702 0.27447 4.62106  0.296
H 0.05934 -1.21200 4.20325  0.301
H -2.65818 -0.45778 2.87847  0.285
H -1.71405 -2.04112 2.71520  0.251
H -0.07672 0.43486 2.38426  0.531
H 0.10174 -1.11454 1.49856  -0.036
H 0.67296 1.47545 0.70035  0.257
H -0.78725 2.53593 0.36127  0.027
H -0.87361 1.55705 -1.98222  0.352
H 0.57173 0.45074 -1.60708  -0.049
H 0.71890 3.28117 -2.47076  0.423
H 1.36857 3.11635 -0.76923  0.445
H 3.31100 2.13041 -1.50501  0.344
H 2.45266 0.89836 -2.47311  0.312
H 1.96773 2.76608 -4.21529  0.252
H 3.36758 3.67832 -3.39266  0.356
H 4.35040 2.41481 -5.25309  0.490
H 4.60324 1.24982 -3.82901  0.379
H 4.00919 -0.95948 -5.78403  0.273
H 3.44255 0.09727 -7.15743  0.051
H 4.89829 0.57744 -6.17209  0.432
H -3.66185 -2.85297 -0.46990  0.391
H -2.88443 -2.95120 1.14972  0.221
H -3.80960 -1.47133 0.73618  0.267
H 0.22530 -2.24711 -0.73322  0.289
H -0.89362 -3.03044 -1.89641  0.290
H -0.72755 -3.65017 -0.14520  0.290
O -0.21350 1.54078 -4.46303  -0.612
H -0.18897 0.68919 -4.01003  0.225
H 0.62468 1.58293 -4.93731  0.264
O 0.92886 -1.19108 -5.30365  -0.725
H 0.16560 -0.60303 -5.36637  0.374
H 1.63785 -0.62305 -4.95654  0.404
O 0.73436 -0.73650 -8.14585  -0.649
H 0.76477 -0.95496 -7.19705  0.454
H 1.63340 -0.47407 -8.35399  0.291
O -1.98949 3.22216 2.88480  -0.748
H -2.72425 3.54550 2.35435  0.343
H -1.80796 2.34049 2.51696  0.375
O -1.47297 -5.27372 5.56944  -0.618
H -1.25700 -5.64907 6.42916  0.300
H -1.27880 -5.98376 4.94799  0.294
O -2.00574 -0.89654 8.56896  -0.641
H -2.30149 0.01774 8.51578  0.306
H -2.78691 -1.41024 8.34037  0.328
O -0.87210 6.17113 2.06890  -0.668
H -0.76822 6.10626 1.11544  0.311
H -1.17982 5.29279 2.32909  0.360

***

- spin multiplicity of number 3 (C16H46NO8)?
  1

***

- Look up the M of the second one.
  486.30 u

***

- Among the records above, which one has the highest spin multiplicity?
  C16H46N4O6Ti2